No. 1
The following is a quantum chemistry calculation of a 9-piece molecular cluster, C9H36O9 overall, from the OMol25 dataset.

Computed properties:
E_tot in eV: -28343.9307
Frontier orbital gap in eV: 10.3
LUMO in eV: 0.00
Structure (SMILES): CC(C)O.CC(C)O.CC(C)O.O.O.O.O.O.O
ΔE to the lowest compared entry with this formula, charge and spin in kJ/mol: 132.70
HOMO level in Eh: -0.3785

Last column: natural (NBO) charge in e.
Geometry (Å):
C  11.895  -1.151  1.052  -0.632
C  12.746  -1.127  -0.209  0.100
C  14.096  -1.890  -0.104  -0.648
O  11.980  -1.646  -1.267  -0.742
H  12.396  -0.642  1.876  0.215
H  11.600  -2.169  1.306  0.204
H  10.942  -0.667  0.836  0.222
H  12.994  -0.106  -0.500  0.175
H  14.093  -2.947  -0.372  0.213
H  14.488  -1.736  0.901  0.217
H  14.843  -1.358  -0.693  0.208
H  11.870  -2.598  -1.211  0.473
C  14.746  -6.657  0.125  -0.627
C  15.658  -6.022  -0.903  0.079
C  16.687  -5.160  -0.275  -0.615
O  16.307  -7.125  -1.486  -0.725
H  14.336  -5.856  0.740  0.199
H  15.291  -7.336  0.780  0.225
H  13.913  -7.092  -0.428  0.204
H  15.198  -5.399  -1.670  0.164
H  16.207  -4.458  0.407  0.210
H  17.200  -4.587  -1.048  0.203
H  17.402  -5.694  0.350  0.219
H  15.628  -7.686  -1.869  0.465
C  20.059  -3.422  -2.401  -0.646
C  21.100  -3.863  -3.351  0.089
C  22.473  -3.931  -2.621  -0.616
O  20.866  -5.151  -3.835  -0.725
H  20.473  -2.810  -1.600  0.236
H  19.525  -4.213  -1.875  0.213
H  19.330  -2.793  -2.912  0.196
H  21.172  -3.224  -4.231  0.164
H  23.261  -4.304  -3.276  0.215
H  22.485  -4.480  -1.679  0.210
H  22.794  -2.924  -2.357  0.205
H  19.946  -5.425  -3.843  0.457
O  16.799  -2.183  -2.551  -0.999
H  15.902  -1.999  -2.829  0.489
H  16.973  -3.067  -2.873  0.504
O  14.256  -3.816  -5.272  -0.976
H  14.125  -3.024  -4.750  0.478
H  15.207  -3.892  -5.358  0.466
O  18.591  -0.260  -3.875  -0.943
H  18.009  -0.182  -4.631  0.457
H  18.292  -1.049  -3.422  0.480
O  17.104  -4.327  -4.389  -0.951
H  17.586  -5.104  -4.106  0.486
H  17.733  -3.833  -4.914  0.483
O  14.005  -1.914  -3.575  -0.960
H  13.296  -1.773  -2.948  0.512
H  14.414  -1.055  -3.673  0.479
O  17.805  -0.467  -0.475  -0.950
H  17.452  -1.076  -1.124  0.487
H  17.048  -0.212  0.051  0.455



No. 2
The following is a quantum chemistry calculation of a 9-piece molecular cluster, C9H38N4O9 overall, from the OMol25 dataset.

Computed properties:
E_tot in eV: -34327.0859
Total charge: +1
Frontier orbital gap (spin up / spin down) in eV: 8.0 / 2.4
Spin multiplicity: 2
LUMO (spin up / spin down) in eV: -2.72 / -8.39
HOMO level (spin up / spin down) in Eh: -0.3953 / -0.3953

Last column: natural (NBO) charge in e.
Geometry (Å):
C  1.189  -4.079  -0.630  0.735
O  0.897  -5.244  -0.782  -0.708
N  0.342  -3.128  -0.702  -0.835
N  2.417  -3.768  -0.381  -0.858
H  -0.552  -3.508  -0.978  0.402
H  0.630  -2.192  -0.455  0.412
H  2.552  -2.835  -0.017  0.406
H  3.119  -4.483  -0.505  0.406
C  -1.664  -0.398  -1.400  -0.634
C  -2.254  -0.394  -0.002  -0.048
C  -3.661  0.139  -0.002  -0.089
O  -4.156  0.412  1.380  -0.590
C  -5.212  1.355  1.568  -0.241
N  -1.969  -1.673  0.572  -0.816
H  -2.366  -0.973  -2.003  0.210
H  -0.667  -0.800  -1.584  0.243
H  -1.570  0.617  -1.788  0.210
H  -1.735  0.397  0.540  0.129
H  -4.389  -0.602  -0.333  0.190
H  -3.584  0.961  -0.714  0.184
H  -5.986  1.269  0.805  0.191
H  -4.714  2.314  1.425  0.154
H  -5.489  1.322  2.621  0.202
H  -2.576  -1.865  1.355  0.366
H  -2.223  -2.357  -0.126  0.351
C  -1.126  3.772  3.897  -0.647
C  -0.461  2.812  3.013  -0.127
C  1.061  3.013  3.032  -0.092
O  1.834  2.141  2.143  -0.526
C  1.372  2.002  0.763  -0.269
N  -0.864  1.483  3.474  -0.228
H  -2.205  3.856  3.765  0.246
H  -0.697  4.758  3.721  0.253
H  -0.897  3.599  4.948  0.247
H  -0.876  2.754  2.007  0.294
H  1.476  2.957  4.038  0.232
H  1.288  4.047  2.772  0.209
H  0.958  2.934  0.378  0.167
H  0.527  1.330  0.611  0.162
H  2.211  1.788  0.100  0.238
H  -0.304  0.755  3.054  0.410
H  -1.771  1.178  3.152  0.409
O  -0.224  -2.068  -4.039  -0.945
H  -0.713  -2.727  -3.545  0.474
H  0.691  -2.226  -3.807  0.473
O  0.732  1.495  -3.141  -0.958
H  0.011  1.215  -3.706  0.491
H  1.324  1.969  -3.725  0.486
O  2.868  -1.206  0.733  -0.990
H  2.486  -0.785  -0.037  0.489
H  3.775  -1.385  0.484  0.493
O  2.019  -0.462  -1.654  -1.012
H  2.638  -0.654  -2.358  0.500
H  1.404  0.163  -2.039  0.502
O  5.263  -1.841  -0.608  -0.940
H  5.188  -1.097  -1.206  0.476
H  5.267  -2.609  -1.179  0.482
O  3.103  -0.952  -3.964  -0.960
H  3.054  -0.597  -4.852  0.497
H  3.208  -1.896  -4.089  0.488